[1]
17
Properties=species:S:1:pos:R:3:forces:R:3:lowdin_charge:R:1 method="wB97M-V/def2-TZVPD" smiles=OC[C@H]1CCOC1 orbital_gap_ev=10.2939 relative_energy_ev=2.571 e_tot_ha=-346.93096 spin_multiplicity=1 e_homo_ev=-9.48
O 2.6364 -0.1217 0.9180 0.4 0.3 0.2 -0.051
C 1.6227 -0.6233 0.0877 -0.1 -0.2 -0.2 -0.262
C 0.2303 -0.0776 0.3231 -0.1 -0.4 0.0 -0.287
C -0.4724 1.2623 0.0906 0.2 0.2 0.1 -0.120
C -1.9656 0.7491 0.0278 0.2 0.4 0.1 -0.158
O -1.9435 -0.6460 -0.3469 0.0 0.3 -0.2 -0.123
C -0.6050 -0.8596 -0.6990 0.5 -0.1 -0.2 -0.227
H 3.2817 -0.8308 1.0337 -0.1 0.3 0.0 0.090
H 1.9066 -0.5916 -0.9861 -0.1 0.0 0.4 0.135
H 1.4160 -1.6620 0.3936 0.5 0.0 -0.5 0.123
H 0.0311 -0.2886 1.3765 -0.4 -0.6 -0.1 0.152
H -0.3114 1.9834 0.8936 -0.2 -0.1 0.0 0.111
H -0.1636 1.7639 -0.8427 -0.2 -0.3 0.2 0.116
H -2.5168 1.3462 -0.7182 0.0 -0.3 0.3 0.118
H -2.4650 0.7733 1.0100 0.2 0.3 -0.4 0.121
H -0.3720 -0.2808 -1.5929 -0.1 -0.2 -0.7 0.118
H -0.3092 -1.8963 -0.9689 -0.7 0.3 0.8 0.143



[2]
31
Properties=species:S:1:pos:R:3:forces:R:3:lowdin_charge:R:1 method="wB97M-V/def2-TZVPD" orbital_gap_ev=11.0031 relative_energy_ev=0.721 e_tot_ha=-740.76467 spin_multiplicity=1 e_homo_ev=-13.57 total_charge=+1
Na 0.4346 0.6063 0.0002 0.1 0.2 0.0 0.497
C -1.4370 -1.2753 2.0933 0.4 0.0 0.7 -0.078
O -0.3994 -0.2437 2.3584 -1.1 -1.3 -1.0 -0.131
H -2.4179 -0.9306 2.4209 0.1 0.3 -0.2 0.088
H -1.4545 -1.6438 1.0677 0.2 0.8 -0.2 0.052
H -1.2506 -2.2030 2.6343 0.3 0.2 0.4 0.085
H -0.0097 -0.4752 3.2047 0.1 0.1 0.1 0.087
C -2.1865 -0.1984 -1.9324 -0.7 -0.2 -1.2 -0.123
O -1.1136 0.7307 -1.8638 0.2 -0.1 0.6 -0.123
H -3.1445 0.3035 -2.0684 -0.1 0.2 0.6 0.092
H -2.1092 -0.7757 -2.8537 0.3 -0.4 0.0 0.083
H -2.2243 -0.8877 -1.0889 0.3 0.4 0.1 0.077
H -1.2523 1.3646 -2.5713 0.1 0.1 0.0 0.102
C 0.1700 -2.7329 -1.7121 -0.9 -0.3 -0.8 -0.125
O 0.5842 -1.8741 -0.6687 0.7 0.4 0.2 -0.132
H 1.0092 -3.3586 -2.0160 -0.3 -0.3 0.0 0.097
H -0.6930 -3.2854 -1.3406 0.2 -0.6 -0.2 0.091
H -0.1877 -2.2086 -2.5982 0.3 0.4 0.2 0.077
H 1.2349 -2.4509 -0.2619 0.2 0.6 0.8 0.092
C 3.7164 0.2726 -0.1361 -0.4 -1.1 -1.3 -0.118
O 2.8243 1.2951 -0.5922 -0.2 0.1 0.8 -0.124
H 3.2884 -0.2605 0.7129 0.1 0.6 0.4 0.082
H 3.6973 -0.4836 -0.9209 0.4 -0.3 -0.1 0.079
H 4.7592 0.5542 0.0103 -0.3 0.4 0.3 0.092
H 3.1257 1.6055 -1.4493 0.1 0.0 0.0 0.095
C -0.9673 3.0107 1.8915 -0.5 -1.6 0.5 -0.128
O -0.0579 2.9528 0.7922 -0.5 0.5 0.0 -0.119
H -1.1667 4.0087 2.2818 0.6 -0.1 0.2 0.096
H -1.9346 2.5526 1.6853 -0.4 0.3 -0.8 0.078
H -0.6088 2.2512 2.5862 0.4 0.8 0.6 0.067
H -0.2286 3.7794 0.3347 0.4 -0.1 -0.5 0.090



[3]
14
Properties=species:S:1:pos:R:3:forces:R:3:lowdin_charge:R:1 method="wB97M-V/def2-TZVPD" orbital_gap_ev=9.9873 relative_energy_ev=4.357 e_tot_ha=-249.66503 spin_multiplicity=1 e_homo_ev=-15.22 total_charge=+1
C -1.2878 2.1650 0.6317 0.5 -0.1 -1.6 0.106
C 0.3509 -2.9942 -1.0354 -0.2 -0.2 -0.5 -0.039
C 0.0028 1.9161 0.7277 1.3 -0.4 1.9 -0.113
C 1.4682 -3.2930 -0.7538 4.3 -0.1 1.7 0.055
C 0.5887 0.7258 0.1715 -1.0 0.4 -1.6 -0.092
N -0.1026 -0.3066 -0.1222 -1.7 -2.5 0.1 0.168
H -1.7786 3.0202 0.9998 -0.5 0.7 0.7 0.081
H -0.5550 -2.7606 -1.4944 -1.1 -0.1 -0.3 0.044
H 0.7513 2.3722 1.3908 -0.7 0.6 -0.3 0.133
H 2.5837 -3.4178 -0.3775 -3.1 0.1 -1.1 0.123
H 1.5827 0.8235 -0.2113 0.9 -0.6 0.4 0.147
H -1.7603 1.6057 -0.1639 -0.8 0.0 0.2 0.079
H -1.1971 -0.2458 0.0750 3.1 -0.5 -0.3 0.197
H 0.3504 -1.3276 -0.4532 -1.1 2.7 0.7 0.112



[4]
75
Properties=species:S:1:pos:R:3:forces:R:3:lowdin_charge:R:1 method="wB97M-V/def2-TZVPD" smiles="CCCCCCCNC(=O)C1(C[C@@H]2CC(c3ccc(Cl)cc3)=NO2)CCN(C(=O)C2(C)CC2)CC1" orbital_gap_ev=8.9240 relative_energy_ev=0.185 e_tot_ha=-1941.11713 spin_multiplicity=1 e_homo_ev=-8.45
C -0.6633 3.2765 6.7660 0.1 -0.2 -0.1 -0.114
C -0.6626 2.0574 5.8512 -0.2 0.1 -0.1 -0.270
C -0.9401 2.4016 4.3879 0.3 0.0 0.2 -0.226
C 0.1684 3.2266 3.7368 -0.4 -0.1 -0.2 -0.220
C -0.0842 3.4177 2.2435 0.4 0.1 0.2 -0.215
C 1.0583 4.1469 1.5357 -0.3 -0.2 -0.2 -0.180
C 1.0136 3.9252 0.0204 0.0 0.4 0.2 -0.169
N 1.3722 2.5645 -0.3164 0.3 0.2 0.1 0.091
C 0.4644 1.6318 -0.6575 0.3 -0.4 0.0 -0.468
O -0.7064 1.9015 -0.8513 -0.4 0.1 0.0 0.067
C 1.0024 0.2027 -0.8611 0.0 -0.3 -0.2 -0.357
C 1.5439 0.1186 -2.3020 -0.2 0.2 -0.2 -0.065
C 0.5341 0.4700 -3.3985 -0.1 -0.1 0.3 -0.258
C -0.3049 -0.7031 -3.9226 0.2 0.2 -0.2 -0.053
C 0.1522 -0.7483 -5.3662 0.2 0.6 0.9 -0.236
C -0.3052 -1.7079 -6.3489 -0.1 -0.4 -0.5 -0.169
C 0.1966 -1.6646 -7.6529 -0.1 -0.1 0.2 -0.014
C -0.2278 -2.5704 -8.6016 0.0 -0.1 0.0 -0.096
C -1.1642 -3.5349 -8.2540 0.0 0.2 0.3 -0.677
Cl -1.6991 -4.6727 -9.4378 -0.1 -0.1 -0.2 0.673
C -1.6754 -3.5950 -6.9671 0.0 -0.1 -0.2 -0.102
C -1.2464 -2.6844 -6.0207 0.2 0.3 0.0 -0.023
N 1.0103 0.1576 -5.6333 -0.2 -0.6 -0.8 0.117
O 1.2809 0.9255 -4.5560 0.2 0.4 0.5 -0.077
C -0.1591 -0.7741 -0.6238 -0.1 0.3 0.2 -0.094
C -0.5941 -0.7522 0.8456 -0.3 -0.1 -0.3 -0.118
N 0.5121 -1.0593 1.7192 0.1 0.2 -0.2 -0.025
C 0.5900 -2.0693 2.6181 -0.3 -0.1 0.3 -0.409
O 1.5812 -2.2338 3.3067 0.2 -0.2 0.2 0.069
C -0.6077 -2.9860 2.7272 0.0 -0.2 0.1 -0.415
C -0.6504 -4.0570 1.6572 0.0 0.1 0.2 -0.009
C -1.0251 -3.3550 4.1207 0.1 0.0 0.0 -0.070
C -1.8833 -2.4376 3.3022 -0.1 0.0 0.0 -0.087
C 1.6400 -0.1667 1.5587 0.5 -0.2 0.1 -0.111
C 2.1256 -0.1909 0.1110 -0.3 0.2 0.2 -0.096
H -0.5475 2.9691 7.8028 0.0 0.1 0.1 0.068
H 0.1532 3.9505 6.5207 0.1 0.1 0.0 0.063
H -1.6007 3.8209 6.6729 -0.1 0.1 0.0 0.073
H 0.3008 1.5475 5.9239 0.0 -0.1 0.0 0.106
H -1.4303 1.3597 6.1941 0.1 -0.1 0.0 0.102
H -1.8855 2.9442 4.3159 -0.1 0.0 0.0 0.116
H -1.0528 1.4684 3.8285 -0.1 0.0 -0.1 0.098
H 0.2401 4.2034 4.2171 0.1 0.1 0.1 0.111
H 1.1229 2.7126 3.8811 0.1 0.0 0.0 0.115
H -1.0134 3.9707 2.0950 -0.1 0.0 -0.1 0.126
H -0.2224 2.4378 1.7825 -0.1 0.0 0.0 0.081
H 1.0042 5.2162 1.7430 0.1 0.1 0.0 0.114
H 2.0180 3.7846 1.9159 0.1 0.0 0.0 0.111
H 1.7043 4.6056 -0.4856 -0.1 0.0 0.0 0.120
H 0.0029 4.0919 -0.3569 0.1 0.1 0.0 0.123
H 2.3246 2.2959 -0.1333 -0.1 -0.1 0.0 0.134
H 1.9388 -0.8846 -2.4843 0.0 0.0 0.0 0.136
H 2.3748 0.8218 -2.4044 0.0 0.0 0.0 0.130
H -0.0884 1.3115 -3.0808 0.0 -0.2 -0.1 0.145
H -1.3761 -0.5139 -3.8531 0.0 -0.1 0.0 0.130
H -0.0754 -1.6401 -3.4137 -0.1 0.0 0.0 0.118
H 0.9224 -0.9063 -7.8986 0.1 0.1 -0.1 0.113
H 0.1603 -2.5354 -9.6074 0.0 0.0 -0.1 0.106
H -2.4034 -4.3488 -6.7111 -0.1 -0.1 0.0 0.105
H -1.6507 -2.7362 -5.0215 0.0 0.0 0.1 0.109
H -1.0124 -0.4842 -1.2351 0.0 -0.1 0.0 0.120
H 0.1549 -1.7835 -0.8973 0.0 -0.1 0.0 0.125
H -1.4052 -1.4590 1.0040 0.0 0.1 0.0 0.117
H -0.9691 0.2510 1.0831 -0.1 -0.1 0.0 0.125
H -1.5192 -4.6960 1.8003 -0.1 -0.1 0.0 0.087
H -0.6990 -3.6268 0.6580 0.0 0.0 -0.1 0.069
H 0.2453 -4.6734 1.7199 0.0 -0.1 0.0 0.093
H -0.4612 -2.9349 4.9390 0.1 0.1 0.0 0.107
H -1.3716 -4.3615 4.2989 0.0 -0.1 -0.1 0.106
H -1.9180 -1.3935 3.5775 0.1 0.1 0.0 0.102
H -2.8203 -2.8168 2.9194 0.0 -0.1 -0.1 0.107
H 2.4241 -0.5103 2.2368 -0.1 0.1 -0.1 0.127
H 1.3390 0.8467 1.8456 0.0 0.0 0.0 0.116
H 3.0063 0.4442 0.0006 0.1 0.0 0.0 0.117
H 2.4391 -1.2100 -0.1293 0.1 0.0 0.0 0.136